Record 1
This record from OMol25 describes the molecule C3H3NS2. The level of theory is the ωB97M-V functional and the def2-TZVPD basis.

As for the molar mass: 117.20 g/mol. For the HOMO-LUMO gap, the calculation gives 8.04 eV. The calculation puts the relative energy (zero: lowest compared OMol25 entry of this formula, charge and spin) at 43.6 kJ/mol. The SMILES is N#CC(=S)CS. The value obtained for the HOMO energy is -0.3575 Eh. For the energy, the calculation gives -967.1994 Ha.

The geometry in ORCA input format:
```
! RIJCOSX wB97M-V def2-TZVPD def2/J DEFGRID3
* xyz 0 1
C -0.489 -0.328 0.603
C 0.855 -0.079 -0.016
C 1.164 1.314 -0.249
H -1.686 -1.077 -1.410
H -0.734 0.352 1.451
H -0.567 -1.346 1.001
N 1.397 2.440 -0.394
S -1.850 -0.051 -0.539
S 1.910 -1.225 -0.446
*
```

=====

Record 2
This record from OMol25 describes a structure of composition C32H37ClEuN2Si2. The level of theory is the ωB97M-V functional and the def2-TZVPD basis.

As for the expectation value of S²: 12.020. As for the molar mass: 693.25 g/mol. For the HOMO-LUMO gap (spin up / spin down), the calculation gives 5.86 / 5.33 eV. The value obtained for the HOMO energy (spin up / spin down) is -0.3211 / -0.3110 Eh. For the energy, the calculation gives -3100.2343 Ha.

The geometry in ORCA input format:
```
! RIJCOSX wB97M-V def2-TZVPD def2/J DEFGRID3
* xyz 1 7
C -0.922 -0.418 1.185
C -1.714 0.147 0.153
C -1.930 -0.854 -0.852
H -2.085 1.185 0.117
C -1.256 -2.033 -0.430
C -0.625 -1.767 0.827
H -0.020 -2.462 1.425
H -0.562 0.096 2.082
H -2.553 -0.749 -1.733
H -1.267 -2.984 -0.944
Eu 0.808 -0.331 -0.989
Si 1.269 0.146 -6.898
C 1.345 1.685 -8.033
C 2.374 2.199 -8.859
H 3.386 1.783 -8.804
C 2.121 3.266 -9.752
H 2.871 3.566 -10.489
C 0.881 3.927 -9.747
H 0.647 4.724 -10.472
C -0.110 3.486 -8.867
H -1.087 3.990 -8.829
C 0.102 2.340 -8.078
H -0.714 1.944 -7.459
C 1.715 -1.207 -8.126
C 0.924 -1.119 -9.286
H 0.469 -0.167 -9.576
C 0.657 -2.252 -10.071
H -0.071 -2.190 -10.874
C 1.326 -3.447 -9.821
H 1.107 -4.332 -10.428
C 2.295 -3.466 -8.809
H 2.868 -4.382 -8.680
C 2.534 -2.340 -7.992
H 3.348 -2.325 -7.264
H -0.114 -0.327 -6.453
Si 0.878 0.458 -4.375
C -0.042 -1.179 -4.160
C -1.242 -1.273 -4.925
H -1.633 -0.383 -5.470
C -1.984 -2.458 -4.937
H -2.914 -2.499 -5.495
C -1.555 -3.611 -4.239
H -2.148 -4.558 -4.277
C -0.301 -3.531 -3.596
H 0.057 -4.419 -3.101
C 0.480 -2.354 -3.587
H 1.423 -2.306 -3.039
C -0.418 1.884 -4.153
C -1.690 1.816 -3.532
H -1.923 0.973 -2.857
C -2.640 2.831 -3.802
H -3.613 2.767 -3.316
C -2.412 3.843 -4.746
H -3.217 4.523 -5.083
C -1.147 3.876 -5.365
H -0.957 4.559 -6.189
C -0.133 2.968 -5.010
H 0.874 3.060 -5.472
H 2.184 0.307 -5.526
Cl 2.508 0.724 -2.777
N 3.031 -0.218 0.231
C 3.315 0.219 1.651
C 2.192 1.094 2.227
C 1.746 2.271 1.382
N 0.759 1.878 0.362
H 3.440 0.414 -0.467
H 3.387 -1.157 0.040
H 3.468 -0.742 2.212
H 4.260 0.780 1.609
H 1.380 0.412 2.488
H 2.613 1.489 3.164
H 1.327 3.069 2.018
H 2.670 2.641 0.907
H 0.794 2.504 -0.443
H -0.213 1.855 0.724
*
```

=====

Record 3
This record from OMol25 describes a cluster of 11 separate species, C22H66O11 in total. The level of theory is the ωB97M-V functional and the def2-TZVPD basis.

As for the molar mass: 506.76 g/mol. For the HOMO-LUMO gap, the calculation gives 9.89 eV. The calculation puts the relative energy (zero: lowest compared OMol25 entry of this formula, charge and spin) at 186.9 kJ/mol. The SMILES is CCO.CCO.CCO.CCO.CCO.CCO.CCO.CCO.CCO.CCO.CCO. The value obtained for the HOMO energy is -0.3502 Eh. For the energy, the calculation gives -1705.3452 Ha.

The geometry in ORCA input format:
```
! RIJCOSX wB97M-V def2-TZVPD def2/J DEFGRID3
* xyz 0 1
C 0.940 3.612 -2.005
C 1.660 4.188 -0.819
O 1.087 3.695 0.397
H 1.160 4.158 -2.924
H -0.146 3.621 -1.904
H 1.255 2.585 -2.202
H 1.614 5.288 -0.793
H 2.740 3.994 -0.866
H 1.630 4.037 1.129
C 0.106 -4.644 3.751
C -0.154 -3.645 2.636
O -0.804 -4.211 1.507
H 0.807 -5.420 3.435
H -0.794 -5.127 4.128
H 0.588 -4.122 4.586
H 0.813 -3.226 2.326
H -0.794 -2.844 3.006
H -0.208 -4.851 1.094
C -4.283 0.400 -2.592
C -3.347 0.816 -1.475
O -2.014 0.710 -1.939
H -4.202 1.102 -3.422
H -5.310 0.370 -2.231
H -4.011 -0.602 -2.926
H -3.515 0.157 -0.613
H -3.545 1.843 -1.147
H -1.382 0.883 -1.215
C 3.259 -1.150 -2.733
C 4.246 -2.206 -2.252
O 5.493 -2.109 -2.926
H 2.299 -1.287 -2.231
H 3.058 -1.315 -3.795
H 3.693 -0.164 -2.584
H 3.806 -3.204 -2.379
H 4.441 -2.132 -1.181
H 5.372 -2.440 -3.821
C 2.349 2.875 3.454
C 3.256 4.080 3.354
O 3.011 4.745 2.109
H 1.295 3.149 3.395
H 2.485 2.409 4.432
H 2.566 2.136 2.682
H 4.304 3.795 3.447
H 2.976 4.741 4.182
H 3.538 5.549 2.086
C -1.240 0.821 3.525
C -1.982 1.321 4.745
O -1.159 1.122 5.913
H -0.283 1.332 3.398
H -1.829 1.007 2.627
H -0.995 -0.236 3.638
H -2.911 0.758 4.866
H -2.213 2.385 4.652
H -1.216 1.901 6.469
C 0.121 -0.943 0.068
C 0.666 0.463 -0.008
O -0.412 1.369 0.240
H -0.642 -1.123 -0.690
H -0.310 -1.179 1.042
H 0.916 -1.682 -0.072
H 1.121 0.658 -0.986
H 1.430 0.592 0.767
H -0.066 2.281 0.199
C -2.100 -3.732 -1.920
C -3.445 -3.759 -1.210
O -4.405 -4.541 -1.908
H -1.658 -4.728 -1.879
H -1.426 -2.995 -1.485
H -2.224 -3.433 -2.966
H -3.802 -2.731 -1.060
H -3.340 -4.206 -0.223
H -4.461 -4.212 -2.811
C 1.651 -5.093 -0.776
C 1.553 -6.538 -0.344
O 0.679 -6.629 0.793
H 0.870 -4.767 -1.465
H 2.568 -4.965 -1.361
H 1.674 -4.388 0.054
H 2.535 -6.948 -0.101
H 1.127 -7.127 -1.163
H 0.595 -7.565 1.001
C 1.188 1.519 -5.655
C 0.395 0.918 -4.533
O -0.696 1.797 -4.211
H 1.924 0.818 -6.056
H 1.695 2.424 -5.319
H 0.551 1.786 -6.500
H 1.021 0.792 -3.642
H -0.085 -0.031 -4.793
H -1.184 1.366 -3.489
C -1.628 4.529 2.428
C -2.593 5.401 1.664
O -3.826 5.481 2.369
H -1.541 4.880 3.459
H -0.646 4.573 1.963
H -1.993 3.502 2.449
H -2.780 4.978 0.668
H -2.140 6.388 1.502
H -4.384 6.148 1.963
*
```

=====

Record 4
This record from OMol25 describes a structure of composition C55H57AsBGeNO3P2V. The level of theory is the ωB97M-V functional and the def2-TZVPD basis.

As for the expectation value of S²: 3.791. As for the molar mass: 1051.30 g/mol. For the HOMO-LUMO gap (spin up / spin down), the calculation gives 6.18 / 5.65 eV. The value obtained for the HOMO energy (spin up / spin down) is -0.4698 / -0.4785 Eh. For the energy, the calculation gives -8374.0554 Ha.

The geometry in ORCA input format:
```
! RIJCOSX wB97M-V def2-TZVPD def2/J DEFGRID3
* xyz 2 4
V 0.264 -0.637 0.321
C 6.214 -3.622 2.155
C 5.539 -3.334 0.838
C 6.432 -3.806 -0.323
C 5.391 -1.830 0.654
C 6.504 -0.960 0.576
C 6.437 0.348 0.102
C 5.196 0.954 -0.145
C 4.063 0.145 0.146
P 2.407 0.878 -0.220
C 2.261 2.518 0.597
C 1.244 3.436 0.227
C 0.991 4.559 1.046
C 1.721 4.772 2.196
C 2.761 3.905 2.551
C 3.087 2.866 1.665
C 2.591 1.417 -1.962
C 3.128 2.663 -2.306
C 3.292 3.029 -3.636
C 2.837 2.163 -4.640
C 2.332 0.898 -4.285
C 2.103 0.557 -2.959
C 4.139 -1.198 0.519
O 2.962 -1.922 0.426
C 3.020 -3.304 0.352
C 1.862 -3.961 -0.036
C 1.902 -5.351 -0.187
C 3.016 -6.110 0.232
C 4.128 -5.427 0.740
C 4.208 -4.009 0.726
P 0.273 -3.063 -0.232
C -0.791 -4.201 0.687
C -0.519 -4.419 2.057
C -1.262 -5.272 2.859
C -2.428 -5.924 2.318
C -2.705 -5.686 0.964
C -1.846 -4.910 0.170
C -0.148 -3.557 -1.928
C 0.797 -4.208 -2.767
C 0.370 -4.606 -4.032
C -0.848 -4.159 -4.542
C -1.654 -3.309 -3.825
C -1.336 -3.034 -2.445
H 7.218 -3.207 2.279
H 6.248 -4.725 2.403
H 5.603 -3.231 2.980
H 7.458 -3.453 -0.210
H 6.038 -3.448 -1.295
H 6.514 -4.908 -0.383
H 7.461 -1.369 0.827
H 7.373 0.807 -0.162
H 5.134 1.932 -0.604
H 0.704 3.324 -0.719
H 0.174 5.223 0.730
H 1.553 5.700 2.751
H 3.392 4.092 3.429
H 4.082 2.371 1.770
H 3.423 3.386 -1.582
H 3.703 4.017 -3.828
H 2.761 2.493 -5.679
H 1.992 0.248 -5.055
H 1.442 -0.259 -2.731
H 1.005 -5.840 -0.576
H 2.941 -7.190 0.226
H 5.074 -5.967 1.019
H 0.387 -3.969 2.507
H -0.909 -5.414 3.884
H -3.055 -6.545 2.942
H -3.541 -6.218 0.440
H -2.115 -4.799 -0.874
H 1.730 -4.620 -2.361
H 0.985 -5.308 -4.604
H -1.214 -4.495 -5.513
H -2.635 -2.982 -4.201
H -2.024 -2.481 -1.827
O -0.884 2.292 -3.387
H -0.912 1.486 -3.907
H -0.480 2.019 -2.518
B 1.131 -0.660 4.750
C 0.601 -0.705 3.334
N 0.468 -0.562 2.163
H 1.769 0.392 4.762
H 0.312 -0.516 5.603
H 1.873 -1.592 4.863
C -3.612 -1.028 0.145
As -2.930 0.823 0.010
C -2.588 0.546 2.058
C -3.642 1.143 -1.906
O -1.171 0.639 -0.422
H -4.509 -1.053 0.776
H -2.855 -1.667 0.622
H -3.879 -1.429 -0.823
H -3.522 0.466 2.672
H -2.022 1.390 2.440
H -1.969 -0.339 2.139
H -4.714 1.383 -1.920
H -3.432 0.203 -2.459
H -3.006 1.975 -2.284
Ge -4.138 3.036 0.785
C -4.130 4.298 -0.805
C -5.348 4.645 -1.392
C -5.510 5.848 -2.073
C -4.385 6.631 -2.409
C -3.125 6.206 -1.972
C -3.030 5.082 -1.154
C -5.686 3.459 2.048
C -5.410 4.113 3.272
C -6.295 5.103 3.761
C -7.488 5.347 3.067
C -7.809 4.581 1.955
C -6.960 3.583 1.485
H -2.952 3.775 1.592
H -6.265 4.047 -1.280
H -6.556 6.072 -2.341
H -4.504 7.671 -2.870
H -2.296 6.869 -2.316
H -2.036 4.816 -0.760
H -4.485 3.784 3.768
H -6.138 5.585 4.728
H -8.175 6.146 3.334
H -8.832 4.696 1.548
H -7.311 2.945 0.680
*
```

=====

Record 5
This record from OMol25 describes a cluster of 3 separate species, C14H15N3 in total. The level of theory is the ωB97M-V functional and the def2-TZVPD basis.

As for the molar mass: 225.29 g/mol. For the HOMO-LUMO gap, the calculation gives 8.44 eV. The calculation puts the relative energy (zero: lowest compared OMol25 entry of this formula, charge and spin) at 224.1 kJ/mol. The SMILES is c1cc[nH]c1.c1ccncc1.c1ccncc1. The value obtained for the HOMO energy is -0.2932 Eh. For the energy, the calculation gives -706.6428 Ha.

The geometry in ORCA input format:
```
! RIJCOSX wB97M-V def2-TZVPD def2/J DEFGRID3
* xyz 0 1
N -2.634 1.385 -0.470
C -2.821 0.653 0.663
C -3.704 1.423 1.497
C -4.051 2.610 0.807
C -3.314 2.574 -0.349
H -2.173 1.079 -1.315
H -2.300 -0.248 0.949
H -4.065 1.159 2.480
H -4.791 3.319 1.147
H -3.306 3.185 -1.240
N 0.896 0.474 -1.215
C 0.869 -0.142 0.010
C -0.136 -0.955 0.452
C -1.266 -1.192 -0.336
C -1.178 -0.681 -1.650
C -0.109 0.146 -2.087
H 1.813 0.011 0.513
H -0.111 -1.507 1.380
H -2.082 -1.821 -0.013
H -2.065 -0.799 -2.255
H -0.073 0.675 -3.028
N 3.382 -0.790 1.948
C 2.963 -1.950 1.439
C 2.968 -2.240 0.077
C 3.416 -1.299 -0.821
C 3.753 -0.041 -0.270
C 3.608 0.234 1.096
H 2.617 -2.624 2.209
H 2.771 -3.189 -0.398
H 3.365 -1.428 -1.892
H 3.977 0.797 -0.913
H 3.783 1.181 1.584
*
```

=====

Record 6
This record from OMol25 describes a structure of composition C28H77AsF6N7O7. The level of theory is the ωB97M-V functional and the def2-TZVPD basis.

As for the molar mass: 812.88 g/mol. For the HOMO-LUMO gap, the calculation gives 8.33 eV. The calculation puts the relative energy (zero: lowest compared OMol25 entry of this formula, charge and spin) at 496.9 kJ/mol. The value obtained for the HOMO energy is -0.2161 Eh. For the energy, the calculation gives -4857.8682 Ha.

The geometry in ORCA input format:
```
! RIJCOSX wB97M-V def2-TZVPD def2/J DEFGRID3
* xyz -1 1
As 17.538 -5.272 23.398
F 16.195 -5.833 24.342
F 17.094 -3.521 23.767
F 18.922 -4.656 22.502
F 18.115 -6.955 23.160
F 16.479 -5.286 21.977
F 18.655 -5.179 24.875
C 14.538 -3.193 28.455
C 15.567 -3.916 27.477
C 16.149 -5.203 27.877
O 17.131 -4.939 28.931
C 17.860 -6.077 29.470
N 14.750 -4.006 26.294
H 13.725 -3.853 28.754
H 14.058 -2.293 28.072
H 14.701 -2.800 29.459
H 16.369 -3.260 27.139
H 16.587 -5.783 27.065
H 15.312 -5.793 28.251
H 18.589 -6.594 28.846
H 17.294 -6.885 29.933
H 18.325 -5.543 30.299
H 15.256 -4.145 25.431
H 14.242 -4.875 26.373
C 21.657 -7.527 28.522
C 21.911 -7.218 27.098
C 21.522 -8.299 26.122
O 22.288 -9.495 26.298
C 21.866 -10.633 25.552
N 21.315 -5.948 26.681
H 22.344 -8.317 28.824
H 20.639 -7.906 28.613
H 21.868 -6.703 29.203
H 22.978 -7.291 26.886
H 21.515 -7.824 25.141
H 20.507 -8.628 26.346
H 21.212 -10.461 24.696
H 21.179 -11.304 26.068
H 22.680 -11.265 25.197
H 20.332 -6.180 26.668
H 21.537 -5.257 27.384
C 14.509 -8.241 20.776
C 16.067 -8.389 20.677
C 16.485 -9.740 20.182
O 17.897 -9.780 19.893
C 18.407 -11.080 19.745
N 16.492 -7.303 19.754
H 14.049 -8.290 19.790
H 14.215 -7.342 21.318
H 13.986 -8.926 21.443
H 16.434 -8.175 21.681
H 15.946 -10.101 19.306
H 16.292 -10.499 20.940
H 19.338 -11.114 19.179
H 17.677 -11.579 19.108
H 18.628 -11.672 20.633
H 16.363 -6.520 20.380
H 15.719 -7.179 19.116
C 21.410 -7.121 22.354
C 20.932 -7.347 20.932
C 21.191 -8.832 20.435
O 20.973 -8.940 19.093
C 22.011 -9.584 18.262
N 19.545 -6.937 20.785
H 22.492 -7.253 22.394
H 21.146 -7.972 22.983
H 21.070 -6.201 22.830
H 21.569 -6.786 20.248
H 20.612 -9.599 20.949
H 22.225 -9.038 20.711
H 22.902 -8.969 18.137
H 21.752 -9.803 17.226
H 22.192 -10.604 18.598
H 18.990 -7.475 21.436
H 19.437 -6.017 21.187
C 21.389 -1.102 22.668
C 20.922 -1.850 23.883
C 19.438 -1.530 24.330
O 19.522 -0.178 24.879
C 18.317 0.166 25.671
N 21.043 -3.280 23.559
H 20.858 -1.530 21.817
H 22.439 -1.264 22.424
H 21.226 -0.026 22.728
H 21.549 -1.739 24.768
H 19.092 -2.117 25.181
H 18.656 -1.565 23.572
H 17.345 -0.305 25.522
H 18.059 1.224 25.637
H 18.577 0.109 26.728
H 20.643 -3.836 24.301
H 20.386 -3.576 22.852
C 19.741 -4.017 19.438
C 20.269 -3.242 18.253
C 20.584 -1.714 18.569
O 21.270 -1.118 17.523
C 21.483 0.290 17.755
N 21.442 -4.024 17.959
H 18.801 -3.573 19.765
H 20.389 -3.887 20.305
H 19.574 -5.059 19.167
H 19.581 -3.459 17.435
H 21.151 -1.695 19.499
H 19.652 -1.165 18.709
H 21.645 0.545 18.802
H 20.763 0.926 17.241
H 22.453 0.435 17.279
H 20.974 -4.918 17.988
H 21.987 -4.131 18.803
C 17.723 -0.090 20.677
C 16.429 -0.324 21.588
C 15.211 0.327 21.026
O 15.323 1.716 21.182
C 14.761 2.448 20.008
N 16.238 -1.785 21.757
H 17.979 0.933 20.400
H 17.600 -0.736 19.808
H 18.587 -0.534 21.172
H 16.615 0.196 22.528
H 14.361 -0.018 21.615
H 14.824 -0.029 20.071
H 13.900 1.906 19.616
H 15.515 2.325 19.230
H 14.568 3.448 20.396
H 16.927 -2.338 22.246
H 15.324 -1.990 22.134
*
```

=====

Record 7
This record from OMol25 describes a structure of composition C15H12IN2O2Pd. The level of theory is the ωB97M-V functional and the def2-TZVPD basis.

As for the molar mass: 485.60 g/mol. For the HOMO-LUMO gap, the calculation gives 7.32 eV. The calculation puts the relative energy (zero: lowest compared OMol25 entry of this formula, charge and spin) at 0.0 kJ/mol. The value obtained for the HOMO energy is -0.1625 Eh. For the energy, the calculation gives -1264.4477 Ha.

The geometry in ORCA input format:
```
! RIJCOSX wB97M-V def2-TZVPD def2/J DEFGRID3
* xyz -1 1
Pd -1.553 0.346 -0.594
O -1.488 1.723 -2.059
C -0.389 2.265 -2.472
C -0.513 3.255 -3.492
C 0.564 3.915 -4.019
C 1.867 3.647 -3.573
C 2.021 2.697 -2.591
C 0.942 1.999 -2.023
C 1.298 1.024 -0.999
N 0.447 0.329 -0.354
N 0.909 -0.570 0.616
C -0.108 -1.200 1.139
O -1.353 -1.077 0.842
C 0.217 -2.226 2.195
C -0.815 -2.949 2.779
C -0.539 -3.897 3.757
C 0.770 -4.126 4.155
C 1.805 -3.403 3.573
C 1.530 -2.457 2.597
H -1.522 3.460 -3.830
H 0.402 4.657 -4.794
H 2.720 4.168 -3.986
H 3.017 2.467 -2.226
H 2.355 0.882 -0.775
H -1.828 -2.751 2.459
H -1.349 -4.455 4.210
H 0.986 -4.865 4.917
H 2.829 -3.575 3.882
H 2.321 -1.884 2.135
I -3.914 2.016 0.784
C -3.552 0.387 -0.599
H -4.054 0.676 -1.518
H -4.021 -0.478 -0.136
*
```

=====

> Among the records above, which one has the lowest energy?

C55H57AsBGeNO3P2V